P) Formula: C3H15NO3S
Source: the Open Molecules 2025 dataset
Level of theory: the ωB97M-V functional and the def2-TZVPD basis

**Lowest unoccupied orbital energy**: 0.265 eV
**Molar mass**: 145.22 u
**HOMO-LUMO gap**: 9.16 eV
**Multiplicity**: 1
**Structure (SMILES)**: C[C@H](N)CS.O.O.O

```
23
Properties=species:S:1:pos:R:3:nbo_charge:R:1
C 1.061 0.956 -1.856 -0.640
C 1.626 0.148 -0.657 -0.077
N 0.442 -0.481 -0.001 -0.866
C 2.321 1.158 0.277 -0.535
S 1.120 2.147 1.203 -0.057
H 1.090 0.482 -2.832 0.214
H 0.004 1.226 -1.788 0.207
H 1.536 1.928 -1.900 0.204
H 2.254 -0.642 -1.101 0.211
H 0.093 -1.246 -0.599 0.359
H -0.264 0.257 -0.071 0.370
H 2.945 1.750 -0.433 0.237
H 2.871 0.661 1.100 0.231
H 0.647 1.342 2.161 0.146
O -2.460 1.098 0.965 -0.923
H -2.552 0.369 0.335 0.458
H -3.365 1.028 1.301 0.466
O 2.422 -2.303 1.874 -1.003
H 3.056 -1.917 2.474 0.487
H 1.677 -1.838 1.481 0.510
O -5.247 -2.246 -0.439 -0.939
H -5.075 -1.566 -1.114 0.467
H -6.202 -2.311 -0.381 0.472
```


Q) Formula: C3H15NO3S
Source: the Open Molecules 2025 dataset
Level of theory: the ωB97M-V functional and the def2-TZVPD basis

**Lowest unoccupied orbital energy**: 0.543 eV
**Molar mass**: 145.22 u
**HOMO-LUMO gap**: 9.56 eV
**Multiplicity**: 1
**Structure (SMILES)**: C[C@H](N)CS.O.O.O

```
23
Properties=species:S:1:pos:R:3:nbo_charge:R:1
C -1.306 1.801 -0.706 -0.632
C 0.085 2.011 -0.093 -0.060
N 1.027 2.547 -1.107 -0.827
C 0.773 0.775 0.509 -0.533
S 2.093 1.187 1.664 -0.055
H -1.808 2.764 -0.647 0.214
H -1.283 1.577 -1.764 0.206
H -1.855 0.969 -0.259 0.217
H -0.025 2.723 0.723 0.194
H 0.570 3.393 -1.436 0.348
H 0.990 1.952 -1.936 0.349
H 1.189 0.147 -0.277 0.216
H -0.061 0.228 0.958 0.209
H 2.650 2.088 0.849 0.150
O -0.431 -2.531 -1.943 -0.952
H 0.093 -3.334 -1.861 0.481
H -1.292 -2.774 -2.290 0.472
O 0.305 -3.767 0.959 -0.995
H -0.394 -3.399 1.524 0.501
H 1.170 -3.366 0.992 0.475
O -1.167 -1.801 2.037 -0.950
H -0.684 -1.600 2.844 0.483
H -0.639 -1.590 1.262 0.488
```


Energies relative to the most stable structure, in kcal/mol: P) 12.9; Q) 0.0.


P) Formula: C2H8N4O
Source: the Open Molecules 2025 dataset
Level of theory: the ωB97M-V functional and the def2-TZVPD basis

**Lowest unoccupied orbital energy**: -7.761 eV
**Molar mass**: 104.11 u
**Net charge**: +2
**HOMO-LUMO gap**: 8.92 eV
**Multiplicity**: 1

```
15
Properties=species:S:1:pos:R:3:nbo_charge:R:1
C -1.437 1.152 1.160 0.595
C 1.491 -1.109 -0.472 -0.166
N 0.220 -0.090 -2.160 0.145
N 0.796 -0.612 -1.384 0.048
N -2.804 1.758 0.934 -0.832
N 2.708 -1.763 -0.835 -0.677
O -1.014 0.415 0.387 -0.423
H -1.001 1.522 1.994 0.171
H 1.046 -1.348 0.550 0.266
H -2.668 2.628 0.254 0.496
H -3.288 2.228 1.772 0.486
H -3.445 0.933 0.488 0.506
H 3.066 -1.410 -1.816 0.479
H 2.799 -2.708 -0.792 0.436
H 3.530 -1.596 -0.080 0.469
```


Q) Formula: C2H8N4O
Source: the Open Molecules 2025 dataset
Level of theory: the ωB97M-V functional and the def2-TZVPD basis

**Lowest unoccupied orbital energy (alpha / beta)**: -10.275 / -11.088 eV
**Molar mass**: 104.11 u
**Net charge**: +2
**HOMO-LUMO gap (alpha / beta)**: 7.99 / 6.72 eV
**Multiplicity**: 1

```
15
Properties=species:S:1:pos:R:3:nbo_charge:R:1
C 1.043 -0.102 0.110 0.400
C -0.030 0.844 0.003 0.252
N 1.248 -0.679 1.281 -0.698
N -0.163 2.078 0.195 -0.601
N 1.655 -0.520 -0.985 -0.697
N -2.503 0.034 -0.400 0.057
O -2.885 -0.888 0.346 -0.289
H 0.794 -0.369 2.129 0.446
H 1.921 -1.430 1.380 0.446
H 0.596 2.724 0.460 0.441
H -1.080 2.526 0.092 0.454
H 1.531 -0.068 -1.879 0.446
H 2.341 -1.264 -0.942 0.446
H -2.515 -0.152 -1.417 0.364
H -3.203 -1.756 -0.030 0.533
```


Energies relative to the most stable structure, in kcal/mol: P) 0.0; Q) 31.2.


P) Formula: C5H4N2O
Source: the Open Molecules 2025 dataset
Level of theory: the ωB97M-V functional and the def2-TZVPD basis

**Lowest unoccupied orbital energy**: -1.298 eV
**Molar mass**: 108.10 u
**HOMO-LUMO gap**: 8.44 eV
**Multiplicity**: 1
**Structure (SMILES)**: C=C1C=NC(=O)N=C1

```
12
Properties=species:S:1:pos:R:3:nbo_charge:R:1
C 1.980 -0.012 0.027 -0.232
C 0.654 -0.008 -0.054 -0.200
C -0.158 1.210 -0.060 0.132
N -1.447 1.289 -0.057 -0.428
C -2.141 -0.008 -0.006 0.715
O -3.326 -0.062 0.061 -0.479
N -1.407 -1.259 -0.094 -0.438
C -0.138 -1.220 -0.068 0.146
H 2.541 0.863 0.168 0.204
H 2.599 -0.911 0.110 0.209
H 0.342 2.192 -0.104 0.190
H 0.501 -2.075 0.077 0.180
```


Q) Formula: C5H4N2O
Source: the Open Molecules 2025 dataset
Level of theory: the ωB97M-V functional and the def2-TZVPD basis

**Lowest unoccupied orbital energy**: -1.959 eV
**Molar mass**: 108.10 u
**HOMO-LUMO gap**: 7.90 eV
**Multiplicity**: 1
**Structure (SMILES)**: C=C1C=NN=CC1=O

```
12
Properties=species:S:1:pos:R:3:nbo_charge:R:1
C -1.991 -1.186 -0.159 -0.179
C -0.776 -0.590 -0.018 -0.235
C 0.440 -1.401 0.121 0.080
N 1.717 -0.985 0.022 -0.249
N 1.914 0.369 -0.146 -0.203
C 0.925 1.169 -0.026 -0.017
C -0.497 0.855 0.065 0.443
O -1.308 1.781 0.088 -0.494
H -2.836 -0.552 -0.062 0.221
H -2.121 -2.292 -0.183 0.216
H 0.270 -2.462 0.561 0.205
H 1.143 2.293 -0.052 0.213
```


R) Formula: C5H4N2O
Source: the Open Molecules 2025 dataset
Level of theory: the ωB97M-V functional and the def2-TZVPD basis

**Lowest unoccupied orbital energy**: -1.280 eV
**Molar mass**: 108.10 u
**HOMO-LUMO gap**: 9.78 eV
**Multiplicity**: 1
**Structure (SMILES)**: N#CC1(C#N)CCO1

```
12
Properties=species:S:1:pos:R:3:nbo_charge:R:1
N -1.778 0.762 -2.635 -0.177
C -1.262 0.666 -1.284 0.220
C -0.502 -0.256 -0.371 0.023
C -0.839 -1.633 -0.746 0.251
N -1.005 -2.683 -1.146 -0.230
C -0.107 0.225 1.132 -0.398
C 1.287 0.693 0.677 -0.087
O 1.092 -0.133 -0.591 -0.483
H -0.506 1.087 1.577 0.228
H -0.052 -0.739 1.859 0.246
H 1.413 1.808 0.500 0.192
H 2.260 0.201 1.028 0.215
```


Energies relative to the most stable structure, in kcal/mol: P) 0.0; Q) 35.1; R) 130.0.


P) Formula: C10H16N3
Source: the Open Molecules 2025 dataset
Level of theory: the ωB97M-V functional and the def2-TZVPD basis

**Lowest unoccupied orbital energy**: -2.941 eV
**Molar mass**: 178.26 u
**Net charge**: +1
**HOMO-LUMO gap**: 9.14 eV
**Multiplicity**: 1

```
29
Properties=species:S:1:pos:R:3:nbo_charge:R:1
C 1.916 2.699 0.325 -0.191
C 2.360 1.944 1.444 -0.171
C 0.855 2.135 -0.411 -0.191
C 1.821 0.746 1.806 -0.217
C 0.300 0.866 -0.159 -0.027
C 0.730 0.270 1.033 0.088
C -1.472 -0.649 0.239 0.145
C -0.728 0.000 -0.855 -0.145
C 0.060 -0.919 -1.752 -0.602
C -1.713 0.945 -1.650 -0.594
N -0.004 -0.781 1.554 -0.280
N -1.669 -2.073 0.107 -0.795
N 0.382 -2.141 1.381 -0.633
H 2.133 3.740 0.142 0.239
H 3.129 2.424 1.986 0.226
H 0.170 2.652 -0.982 0.211
H 2.054 0.267 2.695 0.225
H -2.156 -0.001 0.853 0.260
H -0.618 -1.234 -2.564 0.220
H 0.554 -1.810 -1.240 0.194
H 0.819 -0.368 -2.121 0.243
H -2.588 0.471 -2.032 0.222
H -1.139 1.500 -2.446 0.236
H -1.999 1.641 -0.906 0.217
H -1.803 -2.353 -0.906 0.435
H -0.578 -2.586 0.605 0.422
H -2.511 -2.352 0.638 0.434
H 0.414 -2.529 2.324 0.418
H 1.281 -2.504 0.894 0.406
```


Q) Formula: C10H16N3
Source: the Open Molecules 2025 dataset
Level of theory: the ωB97M-V functional and the def2-TZVPD basis

**Lowest unoccupied orbital energy**: -2.463 eV
**Molar mass**: 178.26 u
**Net charge**: +1
**HOMO-LUMO gap**: 9.65 eV
**Multiplicity**: 1
**Structure (SMILES)**: C[C@@H]1[C@@H](C)[N+]1(C)c1cccnc1N

```
29
Properties=species:S:1:pos:R:3:nbo_charge:R:1
C 0.598 -1.374 1.792 -0.614
C 1.387 -0.773 0.648 -0.017
C 1.700 0.625 0.418 -0.030
C 2.932 1.216 -0.207 -0.654
N 0.602 -0.013 -0.345 -0.234
C 0.917 -0.165 -1.782 -0.411
C -0.855 0.306 -0.143 0.025
C -1.277 1.551 0.058 -0.192
C -2.573 1.795 0.422 -0.285
C -3.453 0.655 0.282 0.104
N -3.108 -0.525 -0.125 -0.453
C -1.832 -0.784 -0.344 0.406
N -1.533 -2.081 -0.811 -0.816
H -0.103 -0.685 2.124 0.236
H 1.370 -1.492 2.723 0.252
H 0.320 -2.305 1.489 0.230
H 2.203 -1.340 0.189 0.233
H 1.136 1.270 1.157 0.234
H 3.254 0.737 -1.102 0.238
H 3.776 1.086 0.638 0.266
H 2.793 2.359 -0.270 0.258
H 0.014 -0.289 -2.358 0.249
H 1.390 0.617 -2.211 0.223
H 1.464 -1.052 -1.995 0.223
H -0.553 2.345 0.094 0.232
H -3.001 2.875 0.582 0.261
H -4.522 0.740 0.641 0.218
H -0.702 -2.647 -0.745 0.402
H -2.346 -2.652 -0.819 0.415
```


Energies relative to the most stable structure, in kcal/mol: P) 18.6; Q) 0.0.


P) Formula: C3H6N3P
Source: the Open Molecules 2025 dataset
Level of theory: the ωB97M-V functional and the def2-TZVPD basis

**Lowest unoccupied orbital energy**: 0.813 eV
**Molar mass**: 115.08 u
**HOMO-LUMO gap**: 8.97 eV
**Multiplicity**: 1
**Structure (SMILES)**: PNc1ncc[nH]1

```
13
Properties=species:S:1:pos:R:3:nbo_charge:R:1
P 2.412 -0.425 0.063 0.583
N 1.200 0.816 0.090 -0.909
C -0.056 0.216 0.081 0.490
N -0.137 -1.084 -0.093 -0.510
C -1.464 -1.337 -0.059 -0.071
C -2.121 -0.191 0.176 -0.126
N -1.242 0.837 0.225 -0.541
H 3.421 0.396 0.610 -0.076
H 2.862 -0.216 -1.178 -0.080
H 1.442 1.560 -0.548 0.400
H -1.979 -2.242 -0.157 0.206
H -3.145 -0.073 0.089 0.205
H -1.194 1.743 0.703 0.430
```


Q) Formula: C3H6N3P
Source: the Open Molecules 2025 dataset
Level of theory: the ωB97M-V functional and the def2-TZVPD basis

**Lowest unoccupied orbital energy (alpha / beta)**: -0.481 / -0.481 eV
**Molar mass**: 115.08 u
**HOMO-LUMO gap (alpha / beta)**: 7.79 / 7.79 eV
**Multiplicity**: 1

```
13
Properties=species:S:1:pos:R:3:nbo_charge:R:1
C -0.221 -1.651 -0.096 -0.734
C -1.681 1.091 0.766 -0.955
C 1.168 -1.515 0.140 0.071
N 1.663 -0.249 0.313 -0.351
N 0.864 0.612 -0.121 -0.036
N 1.013 1.896 0.058 -0.422
P -0.899 -0.053 -0.435 1.181
H -0.729 -2.658 -0.183 0.268
H -2.604 0.559 0.990 0.197
H 1.785 -2.379 0.148 0.219
H 2.060 2.033 0.286 0.329
H -1.721 2.358 0.162 0.259
H -0.697 -0.044 -2.028 -0.025
```


R) Formula: C3H6N3P
Source: the Open Molecules 2025 dataset
Level of theory: the ωB97M-V functional and the def2-TZVPD basis

**Lowest unoccupied orbital energy**: 0.215 eV
**Molar mass**: 115.08 u
**HOMO-LUMO gap**: 8.56 eV
**Multiplicity**: 1

```
13
Properties=species:S:1:pos:R:3:nbo_charge:R:1
C 2.355 -0.781 -0.319 -0.310
C 0.985 -1.175 -0.167 0.112
C -2.133 0.973 -0.250 -0.921
N 2.523 0.443 0.035 0.047
N 2.011 1.377 0.433 0.105
N 0.128 -0.329 0.249 -0.799
P -1.527 -0.610 0.500 0.727
H 3.150 -1.403 -0.672 0.234
H 0.780 -2.210 -0.427 0.182
H -2.352 0.821 -1.307 0.223
H -1.368 1.738 -0.139 0.237
H -3.055 1.260 0.248 0.227
H -1.496 -0.105 1.815 -0.064
```


S) Formula: C3H6N3P
Source: the Open Molecules 2025 dataset
Level of theory: the ωB97M-V functional and the def2-TZVPD basis

**Lowest unoccupied orbital energy**: 0.866 eV
**Molar mass**: 115.08 u
**HOMO-LUMO gap**: 8.59 eV
**Multiplicity**: 1

```
13
Properties=species:S:1:pos:R:3:nbo_charge:R:1
C -1.279 -1.040 -0.581 -0.166
C 2.540 -0.667 -0.153 0.303
C -0.380 1.325 0.078 -0.283
N -0.788 -1.349 0.556 -0.666
N 2.125 -1.782 -0.186 -0.742
N 0.120 2.552 0.214 -0.753
P -0.641 0.487 -1.316 0.362
H -2.127 -1.581 -1.097 0.179
H 0.234 3.144 -0.537 0.382
H -0.597 0.803 0.942 0.226
H -1.126 -2.325 0.857 0.330
H 1.904 -2.694 0.086 0.435
H 0.016 3.126 1.137 0.392
```


Energies relative to the most stable structure, in kcal/mol: P) 0.0; Q) 144.7; R) 34.2; S) 56.8.